(1)
{"formula": "C2H5N3O", "method": "the ωB97M-V functional and the def2-TZVPD basis", "symbols": ["C", "C", "N", "N", "N", "O", "H", "H", "H", "H", "H"], "positions_angstrom": [[-1.890, -1.437, -1.886], [1.339, 1.283, 0.602], [-0.099, -0.349, 1.027], [0.638, 0.517, 1.540], [-0.862, -0.959, -1.459], [-2.745, -2.016, -2.440], [1.097, 1.150, -0.432], [2.311, 1.030, 0.831], [1.374, 2.247, 0.936], [-0.666, -0.844, 1.769], [-0.496, -0.622, -0.489]], "mulliken_charge": [0.498, -0.626, -0.118, -0.454, -0.492, -0.470, 0.322, 0.268, 0.310, 0.221, 0.540], "max_force_ev_per_a": 3.04, "lumo_ev": 0.042, "multiplicity": 1, "smiles": "[H]/N=N/C.N=C=O", "gap_ha": 0.372, "de_lowest_kcal_mol": 62.3}


(2)
{"formula": "C26H31AlBBr3CaF16IKN2O18P2", "method": "the ωB97M-V functional and the def2-TZVPD basis", "symbols": ["C", "C", "O", "P", "O", "C", "C", "C", "P", "I", "C", "C", "C", "F", "F", "C", "F", "F", "C", "F", "F", "C", "F", "F", "C", "F", "F", "C", "F", "F", "F", "C", "C", "O", "O", "O", "C", "C", "H", "H", "H", "H", "H", "H", "H", "H", "H", "H", "H", "H", "H", "H", "H", "H", "H", "H", "H", "H", "H", "H", "H", "C", "O", "O", "O", "H", "N", "C", "C", "C", "C", "H", "H", "H", "H", "H", "K", "N", "O", "O", "O", "C", "Br", "Br", "Br", "H", "Ca", "C", "O", "O", "O", "H", "F", "B", "O", "C", "O", "C", "O", "O", "F", "F", "Al"], "positions_angstrom": [[-6.033, -3.778, 3.057], [-4.665, -4.159, 3.638], [-3.704, -3.256, 3.055], [-2.212, -3.871, 3.071], [-1.407, -3.091, 4.025], [-1.460, -3.576, 1.442], [-0.119, -2.834, 1.618], [0.375, -2.394, 0.202], [1.021, -0.697, 0.179], [-0.486, 0.734, -0.968], [2.641, -0.794, -0.828], [2.212, -1.304, -2.234], [3.109, -0.778, -3.346], [2.984, -1.573, -4.411], [4.388, -0.928, -2.897], [2.911, 0.735, -3.698], [2.158, 1.372, -2.785], [4.138, 1.325, -3.601], [2.435, 1.046, -5.142], [2.457, 2.402, -5.253], [3.337, 0.607, -6.020], [1.050, 0.451, -5.531], [0.419, 0.052, -4.399], [1.185, -0.631, -6.301], [0.134, 1.432, -6.308], [0.801, 1.996, -7.319], [-0.281, 2.370, -5.444], [-1.143, 0.752, -6.915], [-0.839, 0.224, -8.088], [-1.706, -0.120, -6.094], [-2.023, 1.727, -7.124], [1.241, 0.070, 1.912], [0.103, 1.069, 2.153], [0.316, 2.227, 2.018], [-1.089, 0.566, 2.493], [-2.230, -5.367, 3.552], [-2.100, -6.392, 2.543], [-3.242, -6.364, 1.527], [-6.766, -4.578, 3.300], [-5.914, -3.778, 1.970], [-6.359, -2.782, 3.356], [-4.507, -5.193, 3.362], [-4.696, -4.003, 4.709], [-2.127, -2.895, 0.902], [-1.348, -4.444, 0.795], [0.603, -3.546, 2.006], [-0.316, -2.002, 2.285], [1.121, -3.124, -0.121], [-0.444, -2.492, -0.509], [3.133, 0.204, -0.922], [3.296, -1.562, -0.343], [1.150, -1.177, -2.425], [2.384, -2.380, -2.218], [1.219, -0.671, 2.713], [2.140, 0.714, 1.951], [-1.769, 0.865, 1.872], [-1.142, -6.298, 2.021], [-2.063, -7.377, 2.999], [-2.846, -6.595, 0.539], [-3.745, -5.393, 1.453], [-4.015, -7.136, 1.774], [-1.434, -4.129, 7.351], [-0.336, -4.000, 6.761], [-2.524, -3.863, 6.559], [-1.620, -4.448, 8.522], [-2.039, -3.640, 5.726], [3.623, 4.621, -3.543], [4.813, 4.382, -2.898], [5.069, 5.463, -2.067], [3.984, 6.380, -2.215], [3.105, 5.832, -3.131], [3.189, 3.999, -4.213], [5.372, 3.479, -3.080], [5.932, 5.577, -1.427], [3.859, 7.329, -1.709], [2.162, 6.200, -3.520], [3.547, 0.972, 0.469], [-0.710, 4.002, -0.918], [-1.369, 3.556, -1.897], [-1.272, 4.504, 0.034], [0.534, 3.861, -0.924], [-4.882, -7.194, 6.428], [-5.806, -5.522, 6.741], [-4.945, -7.706, 4.562], [-3.090, -7.140, 7.102], [-5.416, -7.952, 6.982], [5.287, 6.866, -4.242], [0.631, 7.409, -2.350], [1.804, 7.584, -2.799], [0.348, 6.102, -2.128], [-0.217, 8.262, -2.103], [1.223, 5.797, -2.408], [-4.903, -8.401, 1.239], [1.691, 7.860, 1.228], [2.694, 7.771, 2.343], [3.442, 6.719, 2.157], [4.349, 6.347, 2.857], [2.983, 6.016, 0.877], [3.476, 4.993, 0.414], [1.997, 6.658, 0.352], [1.873, 9.017, 0.505], [0.413, 7.776, 1.712], [-8.500, -4.947, 3.407]], "mulliken_charge": [-1.812, 0.500, -0.326, 1.114, -1.004, -1.314, -0.556, -1.080, 0.364, 0.182, -1.548, -1.108, 0.407, -0.296, -0.345, 0.662, 0.063, -0.360, 0.375, -0.488, -0.275, 0.565, -0.295, -0.313, 0.678, -0.294, -0.239, 0.536, -0.229, -0.214, -0.238, -0.480, 0.100, -0.399, -0.359, -0.553, -0.418, -0.687, 0.544, 0.506, 0.529, -0.167, 0.561, 0.532, 0.584, 0.196, 0.407, 0.593, 0.715, 1.089, 0.751, 0.456, 0.542, 0.707, 0.332, 0.397, 0.297, 0.473, 0.398, 0.179, 0.150, 0.753, -0.399, -0.266, -0.413, 0.265, 0.438, -0.151, -1.127, -1.148, -0.988, 0.051, 0.562, 0.510, 0.597, 1.400, 1.021, 0.842, -0.608, -0.577, -0.101, -0.275, -0.090, -0.019, 0.014, 0.395, 1.740, 0.919, -0.686, -0.232, -0.540, -0.005, -0.664, 0.552, -0.494, 0.316, -0.631, 0.791, -0.835, 0.048, -0.328, -0.304, 0.580], "max_force_ev_per_a": 7.28, "lumo_ev": -10.118, "multiplicity": 1, "charge": 2, "gap_ha": 0.037}


Number 1: HOMO -10.07 eV. Number 2: HOMO -11.13 eV.